Here is an isolated molecule of C5H9NS in a non-equilibrium geometry from the Open Molecules 2025 dataset. Energies are from ωB97M-V with the def2-TZVPD basis set.

The LUMO energy comes out at 0.33 eV. The value obtained for the HOMO-LUMO gap is 0.3024 Eh. For the calculated total energy, the calculation gives -648.8123 Ha. As for the SMILES: CCN/C=C/C=S. Its energy relative to the best compared isomer or geometry (same formula, charge and spin) is 1.112 eV.

Each line ends with the Löwdin charge.
CARTESIAN COORDINATES (ANGSTROEM)
1 C 0.450576 1.220959 -1.689037  -0.100
2 C -0.615372 1.288455 -0.677554  -0.264
3 N -1.181065 -0.000250 -0.362032  -0.012
4 C -0.726356 -0.840490 0.575430  -0.152
5 C 0.472775 -0.750598 1.121560  -0.187
6 C 0.865736 -1.805041 1.995975  -0.736
7 S 2.216687 -2.017302 2.875682  0.599
8 H 0.144256 0.563378 -2.488304  0.082
9 H 1.411406 0.840528 -1.421296  0.065
10 H 0.692212 2.210000 -2.027936  0.075
11 H -0.263483 1.756516 0.250092  0.127
12 H -1.349603 1.908713 -1.122339  0.106
13 H -2.083155 -0.223050 -0.780308  0.146
14 H -1.377548 -1.660597 0.774731  0.129
15 H 1.152167 0.101488 0.953856  0.112
16 H 0.190767 -2.592708 2.021479  0.011

Forces on the atoms, in the same order (eV/Å):
C 1.2 -0.2 -1.0
C 0.5 -0.4 1.2
N -1.9 0.1 -0.5
C -0.7 0.4 -1.6
C 2.2 0.4 1.6
C 1.3 1.1 0.0
S 0.2 0.3 0.0
H -0.3 0.2 -0.6
H 0.6 -0.6 0.9
H -0.2 0.6 -0.6
H -0.2 0.0 -0.1
H -1.2 0.5 0.0
H 0.5 0.2 0.3
H -0.3 -0.6 0.2
H -0.4 -0.6 0.0
H -1.5 -1.5 0.1